[1]
Formula: C9H18Cl2MgS4
Source: the OMol25 dataset
Level of theory: ωB97M-V/def2-TZVPD

```
! RIJCOSX wB97M-V def2-TZVPD def2/J DEFGRID3
* xyz 2 1
Mg -0.378 0.184 -1.443
C -1.898 2.064 0.987
C -0.474 1.962 1.511
S 0.789 1.792 0.194
C 1.946 0.587 0.954
C 2.830 -0.117 -0.065
S 1.985 -1.025 -1.415
C 1.713 -2.724 -0.811
C 0.653 -2.890 0.261
S -0.988 -2.265 -0.273
C -1.582 -1.626 1.343
C -2.782 -0.710 1.189
S -2.552 0.666 0.007
H -2.001 2.917 0.311
H -2.579 2.212 1.826
H -0.356 1.132 2.208
H -0.241 2.891 2.037
H 1.361 -0.119 1.545
H 2.591 1.162 1.626
H 3.485 -0.823 0.447
H 3.454 0.608 -0.592
H 2.668 -3.113 -0.457
H 1.430 -3.267 -1.715
H 0.925 -2.385 1.189
H 0.526 -3.956 0.471
H -0.746 -1.124 1.836
H -1.870 -2.497 1.935
H -3.064 -0.290 2.155
H -3.635 -1.264 0.789
Cl 0.901 1.203 -3.560
C -0.217 2.548 -3.700
Cl -1.647 2.140 -2.769
H -0.493 2.687 -4.749
H 0.245 3.442 -3.272
*
```

* LUMO level: -0.228 hartree
* E_HOMO: -16.0 eV

Löwdin atomic charge list, values in e, 8 entries: 0.289, -0.474, -0.454, 0.879, -0.463, -0.453, 0.833, -0.472

[2]
Formula: C9H18ClF2NNbO6S
Source: the OMol25 dataset
Level of theory: ωB97M-V/def2-TZVPD

```
! RIJCOSX wB97M-V def2-TZVPD def2/J DEFGRID3
* xyz -1 1
O -1.027 -0.216 -1.486
C 0.058 0.595 -1.508
N 1.184 1.394 -1.315
Nb 2.952 0.155 -1.467
F 2.267 -1.051 0.146
F 1.987 -1.230 -2.807
C 4.077 1.609 -0.057
C 3.207 1.900 1.302
C 3.953 1.472 2.704
C 4.476 -0.082 2.759
S 6.306 -0.283 2.263
O 6.989 1.125 2.134
O 7.076 -1.124 3.311
Cl 6.371 -1.355 0.427
H 3.417 1.153 -2.947
H 4.488 -0.836 -1.668
H 5.194 1.304 0.121
H 4.117 2.634 -0.668
H 2.149 1.398 1.247
H 3.051 3.079 1.361
H 3.121 1.569 3.555
H 4.807 2.235 3.040
H 3.770 -0.854 2.211
H 4.448 -0.399 3.910
C -3.687 -0.647 -0.402
C -4.486 -1.938 -0.417
O -5.885 -1.682 -0.238
C -6.533 -1.180 -1.319
O -6.036 -0.937 -2.407
O -7.826 -0.964 -0.971
C -8.598 -0.331 -1.991
H -3.892 -0.078 0.511
H -2.614 -0.856 -0.457
H -3.952 -0.002 -1.243
H -4.171 -2.567 0.423
H -4.314 -2.514 -1.333
H -8.543 -0.885 -2.933
H -8.259 0.700 -2.127
H -9.641 -0.312 -1.664
*
```

* energy relative to the best compared isomer or geometry (same formula, charge and spin): 484.9 kJ/mol
* LUMO level: 0.055 hartree
* E_HOMO: -6.6 eV

Löwdin atomic charge list, values in e, 8 entries: -0.084, -0.235, -0.177, 1.584, -0.579, -0.617, -0.404, -0.305

[3]
Formula: C9H18F2NO2P
Source: the OMol25 dataset
Level of theory: ωB97M-V/def2-TZVPD

```
! RIJCOSX wB97M-V def2-TZVPD def2/J DEFGRID3
* xyz 0 1
C 4.314 -0.528 -0.248
O 3.293 -0.862 0.653
C 2.158 -1.288 0.034
C 1.490 -2.181 1.027
O 1.431 -0.214 -0.414
C 1.231 1.011 0.293
C -0.247 1.345 0.354
C -0.512 2.817 0.680
N -1.013 1.173 -0.821
C -2.018 0.448 -0.986
C -2.830 0.578 -2.214
C -2.681 -0.398 0.200
F -3.064 0.637 1.079
F -1.725 -1.071 0.871
P -4.293 -1.422 -0.083
H 3.795 -0.149 -1.201
H 4.957 -1.409 -0.293
H 4.789 0.382 0.302
H 2.413 -1.888 -0.836
H 1.728 -1.807 2.006
H 2.137 -3.115 1.209
H 0.486 -2.446 0.931
H 1.674 0.849 1.232
H 1.889 1.863 -0.135
H -0.641 0.710 1.186
H 0.010 3.287 1.436
H -0.225 3.398 -0.165
H -1.522 2.964 0.978
H -2.421 1.489 -2.686
H -3.905 0.649 -1.986
H -2.593 -0.344 -2.857
H -3.551 -2.423 -0.784
H -4.554 -2.053 1.237
*
```

* energy relative to the best compared isomer or geometry (same formula, charge and spin): 180.3 kJ/mol
* LUMO level: 0.033 hartree
* E_HOMO: -9.1 eV

Löwdin atomic charge list, values in e, 8 entries: -0.078, -0.167, -0.533, 0.001, -0.074, -0.124, -0.371, -0.035